Record 1
DFT (ωB97M-V with the def2-TZVPD basis set) results for a molecular structure, C24H44AgBF3INO9P2 at a distorted geometry.

The gap between HOMO and LUMO is 4.31 eV. As for the largest force on an atom: 6.35 eV/Å. Its spin multiplicity is 1. As for the net charge: +1.

Last column: Mulliken charge in e.
CARTESIAN COORDINATES (ANGSTROEM)
1 C 3.146 -1.752 -0.842  -1.165
2 C 2.508 -1.410 0.258  -0.853
3 C 1.542 -0.748 1.395  2.041
4 C 1.416 0.849 1.226  0.678
5 C 2.813 1.637 1.093  -0.829
6 C 2.688 3.035 0.241  -0.603
7 P 2.189 2.764 -1.565  0.715
8 O 2.474 1.262 -1.881  -0.514
9 O 0.534 3.052 -1.908  -0.258
10 C -0.137 3.814 -0.861  0.236
11 C 0.315 5.360 -0.745  -1.022
12 O 3.194 3.654 -2.670  -0.482
13 C 2.827 3.364 -4.046  -0.189
14 C 1.791 4.459 -4.686  -0.820
15 O 0.244 -1.367 1.208  -0.159
16 C -0.633 -1.218 2.357  -1.117
17 C -2.172 -1.192 1.776  0.703
18 C -2.725 0.350 1.649  -0.524
19 C -2.587 1.246 2.960  0.138
20 O -2.450 0.566 4.221  -0.551
21 C -3.812 2.322 3.140  0.576
22 F -5.108 1.728 2.988  -0.239
23 F -3.741 2.783 4.515  -0.257
24 F -3.606 3.477 2.308  -0.240
25 O -2.954 -1.953 2.718  0.092
26 N -4.210 -1.499 2.890  0.092
27 O -4.785 -2.195 3.689  -0.450
28 O -2.075 -1.630 0.428  0.411
29 C -2.370 -2.945 0.035  -1.428
30 I -4.513 -3.539 0.074  -0.001
31 B -1.553 -4.203 0.673  0.814
32 C -0.118 -4.803 0.206  -0.564
33 O -2.171 -4.851 1.847  -0.620
34 C -2.005 -2.990 -1.579  0.395
35 C -3.196 -2.463 -2.529  -1.100
36 C -0.609 -2.265 -1.926  -0.545
37 C -0.692 -0.683 -2.226  1.500
38 C -0.075 -0.436 -3.703  -1.193
39 P 2.345 -1.278 3.076  0.010
40 C 4.241 -0.970 2.986  -0.857
41 C 2.224 -3.200 3.003  -0.706
42 H 3.954 -2.162 -1.553  0.325
43 H 0.830 1.296 2.128  0.241
44 H 0.801 1.056 0.273  -0.639
45 H 3.192 1.886 2.167  0.468
46 H 3.659 1.048 0.591  0.329
47 H 2.069 3.833 0.798  0.217
48 H 3.777 3.454 0.215  0.421
49 H -0.065 3.288 0.164  -0.176
50 H -1.269 3.823 -1.132  0.400
51 H 1.245 5.592 -1.386  0.232
52 H 0.546 5.564 0.375  0.338
53 H -0.540 6.104 -1.015  0.295
54 H 3.775 3.374 -4.724  0.381
55 H 2.336 2.337 -4.208  0.090
56 H 1.837 4.397 -5.847  0.353
57 H 2.097 5.486 -4.275  0.241
58 H 0.694 4.261 -4.365  0.146
59 H -0.374 -0.321 3.013  0.519
60 H -0.560 -2.185 2.999  -0.062
61 H -3.782 0.386 1.161  0.579
62 H -2.028 0.822 0.840  0.009
63 H -1.638 1.910 2.836  0.126
64 H -3.340 0.295 4.584  0.378
65 H -0.163 -5.159 -0.905  0.280
66 H 0.780 -4.110 0.397  0.136
67 H 0.085 -5.777 0.814  0.244
68 H -1.601 -4.600 2.628  0.333
69 H -1.863 -4.119 -1.837  0.387
70 H -2.685 -2.073 -3.508  0.002
71 H -3.773 -1.549 -2.114  0.218
72 H -3.910 -3.303 -2.903  0.428
73 H -0.194 -2.792 -2.882  0.641
74 H 0.218 -2.411 -1.126  -0.465
75 H 0.041 -0.150 -1.491  -1.201
76 H -1.717 -0.200 -2.050  0.353
77 H 0.002 0.677 -3.981  0.352
78 H 1.005 -0.874 -3.688  0.311
79 H -0.682 -1.086 -4.442  0.518
80 H 4.743 -1.512 3.885  0.412
81 H 4.410 0.164 3.013  0.246
82 H 4.660 -1.448 2.021  0.234
83 H 2.527 -3.602 1.950  0.192
84 H 1.138 -3.564 3.184  0.107
85 H 2.930 -3.708 3.752  0.444
86 Ag -1.364 -0.482 -6.145  0.501


Record 2
DFT (ωB97M-V with the def2-TZVPD basis set) results for a single C3H8N2OS molecule at a distorted geometry.

The gap between HOMO and LUMO is 9.09 eV. As for the largest force on an atom: 2.67 eV/Å. Its spin multiplicity is 1. Its SMILES is N/N=C/SCCO. As for the net charge: 0. The calculation puts the energy relative to the best compared isomer or geometry (same formula, charge and spin) at 2.5856 eV.

Last column: Mulliken charge in e.
CARTESIAN COORDINATES (ANGSTROEM)
1 N 1.604 -2.375 0.351  -0.579
2 N 0.901 -1.244 0.595  -0.066
3 C -0.297 -1.338 1.049  -0.158
4 S -1.210 0.071 1.514  -0.143
5 C -0.421 1.443 0.545  -0.444
6 C -0.870 1.336 -0.926  -0.575
7 O -0.239 2.383 -1.731  -0.506
8 H 2.230 -2.307 -0.415  0.229
9 H 1.027 -3.221 0.296  0.232
10 H -0.758 -2.291 1.142  0.373
11 H 0.667 1.272 0.691  0.308
12 H -0.684 2.421 0.976  0.345
13 H -0.713 0.297 -1.329  0.289
14 H -1.903 1.423 -0.943  0.391
15 H 0.665 2.129 -1.815  0.305


Record 3
DFT (ωB97M-V with the def2-TZVPD basis set) results for a single C6H10O molecule at a distorted geometry.

The gap between HOMO and LUMO is 9.73 eV. As for the largest force on an atom: 3.23 eV/Å. Its spin multiplicity is 1. Its SMILES is C/C=C/C=C/CO. As for the net charge: 0. The calculation puts the energy relative to the best compared isomer or geometry (same formula, charge and spin) at 1.8517 eV.

Last column: Mulliken charge in e.
CARTESIAN COORDINATES (ANGSTROEM)
1 C -0.344 0.325 2.932  -1.193
2 C -0.268 0.239 1.447  -0.056
3 C 0.343 -0.676 0.707  -0.315
4 C 0.558 -0.614 -0.737  -0.081
5 C -0.282 -0.118 -1.642  -0.811
6 C -0.143 -0.056 -3.131  -0.238
7 O 0.458 1.290 -3.302  -0.510
8 H -1.277 0.059 3.347  0.309
9 H -0.209 1.379 3.390  0.275
10 H 0.352 -0.338 3.388  0.334
11 H -0.621 1.086 0.948  0.377
12 H 0.703 -1.589 1.151  0.308
13 H 1.408 -1.059 -1.059  0.469
14 H -1.239 0.266 -1.339  0.313
15 H -1.185 -0.129 -3.727  0.225
16 H 0.511 -0.816 -3.551  0.223
17 H 0.813 1.459 -2.408  0.371


Record 4
DFT (ωB97M-V with the def2-TZVPD basis set) results for a single CH2NO2P molecule at a distorted geometry.

The gap between HOMO and LUMO (spin up / spin down) is 8.07 / 7.04 eV. As for the largest force on an atom: 6.63 eV/Å. Its spin multiplicity is 3. As for the net charge: 0. The calculation puts the energy relative to the best compared isomer or geometry (same formula, charge and spin) at 3.6613 eV.

Last column: Mulliken charge in e.
CARTESIAN COORDINATES (ANGSTROEM)
1 C -0.398 -0.926 -0.463  0.063
2 N -0.172 0.337 -0.641  -0.214
3 O -1.013 -1.456 0.508  -0.032
4 O -1.874 -0.746 1.235  -0.258
5 P -0.997 1.476 0.039  -0.050
6 H 0.066 -1.625 -1.007  0.423
7 H 0.241 2.152 0.380  0.067


Record 5
DFT (ωB97M-V with the def2-TZVPD basis set) results for a molecular structure, C17H36AsN3O2OsS3Si2.

The gap between HOMO and LUMO is 6.64 eV. As for the largest force on an atom: 0.75 eV/Å. Its spin multiplicity is 1. As for the net charge: +2. The calculation puts the energy relative to the best compared isomer or geometry (same formula, charge and spin) at 0.0000 eV.

Last column: Mulliken charge in e.
CARTESIAN COORDINATES (ANGSTROEM)
1 Os -0.342 0.352 0.035  1.288
2 C 2.234 2.202 2.859  -0.940
3 As 2.537 0.434 2.199  0.721
4 C 4.435 0.280 1.997  -1.128
5 C 1.988 -1.064 3.254  -0.952
6 S 1.858 0.268 0.102  -0.549
7 H 2.267 2.183 3.946  0.415
8 H 1.269 2.564 2.522  0.222
9 H 3.034 2.819 2.453  0.415
10 H 4.886 0.435 2.977  0.427
11 H 4.798 1.034 1.302  0.415
12 H 4.688 -0.711 1.627  0.416
13 H 1.996 -0.783 4.305  0.397
14 H 2.706 -1.859 3.058  0.435
15 H 0.990 -1.370 2.961  0.225
16 C -3.416 -0.075 -2.117  -0.950
17 Si -3.254 -1.003 -0.509  -0.061
18 C -4.232 -2.574 -0.515  -1.172
19 C -3.875 0.050 0.889  -0.320
20 C -1.354 -1.372 -0.125  -0.716
21 Si -0.572 -2.837 -1.166  0.065
22 C -1.595 -4.359 -0.876  -1.141
23 C -0.424 -2.479 -2.986  -0.981
24 C 1.111 -3.171 -0.436  -0.929
25 H -4.465 0.200 -2.262  0.473
26 H -3.121 -0.670 -2.984  0.351
27 H -2.832 0.849 -2.126  0.233
28 H -5.288 -2.305 -0.423  0.390
29 H -3.981 -3.230 0.319  0.373
30 H -4.118 -3.134 -1.441  0.323
31 H -4.947 0.231 0.755  0.445
32 H -3.379 1.016 0.952  -0.325
33 H -3.744 -0.461 1.847  0.337
34 H -1.375 -1.743 0.915  0.487
35 H -2.522 -4.363 -1.444  0.365
36 H -1.835 -4.518 0.178  0.334
37 H -1.006 -5.218 -1.211  0.408
38 H -1.268 -1.926 -3.401  0.285
39 H -0.379 -3.438 -3.510  0.422
40 H 0.492 -1.943 -3.237  0.336
41 H 1.026 -3.543 0.589  0.278
42 H 1.756 -2.295 -0.435  0.264
43 H 1.616 -3.945 -1.021  0.408
44 O 0.004 1.003 4.344  -0.492
45 S -1.061 0.684 3.407  0.145
46 N -0.712 0.465 1.986  -0.097
47 C -3.256 6.572 -1.824  -1.412
48 C -3.186 5.449 -0.850  0.758
49 C -4.126 5.165 0.107  -0.860
50 C -3.923 4.068 0.947  0.929
51 N -2.839 3.281 0.831  -0.187
52 C -1.948 3.562 -0.085  0.274
53 S -0.428 2.733 -0.300  -0.668
54 N -2.113 4.624 -0.916  0.006
55 C -4.887 3.719 2.025  -1.196
56 H -4.096 7.222 -1.598  0.370
57 H -3.381 6.182 -2.837  0.361
58 H -2.338 7.161 -1.803  0.402
59 H -5.002 5.788 0.206  0.416
60 H -1.391 4.803 -1.605  0.301
61 H -5.648 4.483 2.156  0.403
62 H -4.348 3.567 2.960  0.323
63 H -5.371 2.770 1.782  0.235
64 O 0.062 0.629 -3.012  -0.333
65 C -0.129 0.435 -1.918  0.534


Record 6
DFT (ωB97M-V with the def2-TZVPD basis set) results for a single C3H7NO2S molecule at a distorted geometry.

The gap between HOMO and LUMO is 9.90 eV. As for the largest force on an atom: 5.00 eV/Å. Its spin multiplicity is 1. As for the net charge: 0. The calculation puts the energy relative to the best compared isomer or geometry (same formula, charge and spin) at 3.5866 eV.

Last column: Mulliken charge in e.
CARTESIAN COORDINATES (ANGSTROEM)
1 C -0.751 0.926 -0.724  -0.700
2 C -1.618 -0.129 -0.029  -0.381
3 C 0.395 0.560 0.180  -0.098
4 N -0.468 -0.891 0.388  -0.578
5 O 2.996 0.688 0.480  -0.553
6 O 2.051 -1.416 -0.127  -0.490
7 S 2.092 0.157 -0.481  0.572
8 H -0.582 0.591 -1.728  0.217
9 H -1.065 1.894 -0.756  0.398
10 H -2.106 0.279 0.906  0.246
11 H -2.255 -0.880 -0.535  0.291
12 H 0.598 1.107 1.071  0.401
13 H -0.420 -1.235 1.298  0.200
14 H 1.133 -1.651 0.058  0.475


Record 7
DFT (ωB97M-V with the def2-TZVPD basis set) results for 2 unconnected molecules or ions with the total composition C5H12O.

The gap between HOMO and LUMO (spin up / spin down) is 7.63 / 7.93 eV. As for the largest force on an atom: 0.63 eV/Å. Its spin multiplicity is 1. As for the net charge: 0. The calculation puts the energy relative to the best compared isomer or geometry (same formula, charge and spin) at 3.5498 eV.

Last column: Mulliken charge in e.
CARTESIAN COORDINATES (ANGSTROEM)
1 C 2.080 -0.558 -0.069  -0.650
2 O 1.146 0.000 0.680  -0.316
3 C -0.096 -0.313 0.821  0.867
4 C -0.138 1.319 -1.679  -0.865
5 C -0.664 -1.486 0.113  -1.293
6 C -0.911 0.569 1.705  -1.280
7 H 0.668 0.658 -1.391  0.166
8 H 1.890 -1.494 -0.576  0.304
9 H 3.045 -0.084 0.016  0.247
10 H 0.025 1.663 -2.704  0.350
11 H -1.071 0.756 -1.599  0.195
12 H -0.158 2.169 -0.990  0.232
13 H -0.268 -1.571 -0.913  0.398
14 H -0.434 -2.435 0.633  0.361
15 H -1.756 -1.383 0.055  0.316
16 H -1.339 0.011 2.551  0.350
17 H -0.297 1.381 2.103  0.335
18 H -1.755 1.015 1.156  0.282


Record 8
DFT (ωB97M-V with the def2-TZVPD basis set) results for a molecular structure, C22H20AsKN2SSe4.

The gap between HOMO and LUMO is 4.54 eV. As for the largest force on an atom: 0.82 eV/Å. Its spin multiplicity is 1. As for the net charge: -2. The calculation puts the energy relative to the best compared isomer or geometry (same formula, charge and spin) at 0.0000 eV.

Last column: Mulliken charge in e.
CARTESIAN COORDINATES (ANGSTROEM)
1 K -0.674 -2.862 -1.789  0.720
2 S 2.089 -1.663 -1.449  -0.501
3 C 2.750 -0.065 -1.624  0.404
4 C 4.134 0.186 -1.660  -0.649
5 C 4.628 1.478 -1.750  -0.333
6 C 3.764 2.568 -1.813  -0.748
7 C 2.392 2.343 -1.798  0.099
8 C 1.882 1.052 -1.719  -0.485
9 As -0.003 0.553 -1.731  0.243
10 C -0.304 0.414 0.192  0.855
11 C -1.579 0.057 0.622  -0.621
12 C -1.885 0.039 1.978  -0.369
13 C -0.913 0.368 2.914  -0.557
14 C 0.370 0.703 2.490  -0.815
15 C 0.672 0.726 1.134  -0.127
16 C -0.715 2.412 -1.890  -0.434
17 C -0.652 2.986 -3.163  -0.150
18 C -1.104 4.275 -3.404  -0.586
19 C -1.651 5.022 -2.367  -0.352
20 C -1.738 4.462 -1.100  -0.720
21 C -1.273 3.171 -0.864  0.145
22 H 4.811 -0.659 -1.606  0.365
23 H 5.703 1.643 -1.767  0.317
24 H 4.153 3.580 -1.870  0.360
25 H 1.718 3.189 -1.846  0.309
26 H -2.335 -0.250 -0.098  0.194
27 H -2.876 -0.261 2.298  0.430
28 H -1.146 0.341 3.973  0.383
29 H 1.136 0.950 3.218  0.367
30 H 1.672 0.980 0.805  0.330
31 H -0.234 2.404 -3.979  0.328
32 H -1.039 4.697 -4.402  0.353
33 H -2.008 6.030 -2.548  0.352
34 H -2.169 5.033 -0.286  0.367
35 H -1.348 2.759 0.133  0.304
36 Se -4.300 -2.256 -1.200  -0.635
37 Se -4.117 -4.253 -2.383  -0.239
38 Se -3.178 -5.893 -1.008  -0.212
39 Se -1.106 -6.440 -1.909  -0.741
40 C 0.808 -3.262 4.040  -0.873
41 N -0.081 -3.305 2.903  0.297
42 C -1.426 -3.629 2.907  -0.330
43 C -1.850 -3.496 1.617  -0.832
44 N -0.794 -3.105 0.825  0.609
45 C 0.243 -3.002 1.621  -0.794
46 H 0.259 -3.562 4.929  0.279
47 H 1.191 -2.251 4.193  0.302
48 H 1.650 -3.940 3.906  0.325
49 H -1.935 -3.920 3.812  0.385
50 H -2.834 -3.651 1.198  0.328
51 H 1.237 -2.697 1.313  0.352


What did we get for energy? Answer: -3123.95703, -701.98249, -309.77432, -585.64971, -5083.65919, -721.83084, -272.81821, -13799.62092 hartree, in the order shown.